[1]
88
Properties=species:S:1:pos:R:3:mulliken_charge:R:1 method="wB97M-V/def2-TZVPD" homo_ev=-10.17 e_lumo_ha=-0.10155 multiplicity=1 gap_ha=0.2721 total_charge=+1
S -2.3129 -2.6976 0.8636 -0.10
S -2.1726 -2.0456 3.7217 -0.17
N 2.2393 1.3858 -2.5495 0.06
N 0.0427 -2.6963 2.0935 0.69
N 2.3649 -0.7913 -2.6832 0.03
C -8.1116 -3.3049 -3.3462 -1.19
C -6.7103 -3.9071 -3.3296 -0.43
C -4.2079 0.2671 4.6914 -1.15
C 4.5322 6.9688 -2.4111 -0.55
C 4.2242 8.1508 -1.4978 -1.21
C 5.1972 4.6952 -0.3668 -0.44
C 1.4194 -1.3483 -0.2710 0.99
C 2.5997 0.3646 -3.2929 -0.25
C -3.5155 -1.9752 -2.8753 -0.81
C 1.7519 0.8798 -1.3360 -0.90
C 1.8502 -0.4685 -1.4387 0.33
C 0.7478 -2.4772 3.3874 -0.64
C 0.4204 -3.9733 1.4429 -1.13
C -1.3348 -2.5209 2.1735 -0.22
C 2.5566 -0.4088 4.8660 -1.09
C -5.7180 -2.2477 -1.6183 -0.54
C -5.9781 -3.7048 -2.0035 -0.59
C 3.7857 5.1388 -0.7488 -0.43
C 1.8932 -2.8308 -0.3616 -0.70
C 2.9300 -1.0617 3.4999 -0.44
C 2.2940 -2.4510 3.2726 -0.51
C -3.0738 0.6322 3.7038 -0.43
C 3.6485 5.7516 -2.1447 -0.49
C 0.7557 -3.8340 -0.0667 -0.53
C -4.9228 -1.4364 -2.6399 -0.48
C 5.7477 3.5969 -1.2689 -1.00
C -1.8085 -0.2418 3.8761 -0.50
H -1.1217 0.0317 3.0563 0.22
H -0.1248 -3.4572 -0.6128 0.06
H 2.1936 -3.0093 -1.4160 0.34
H -6.7911 -4.9813 -3.5172 0.37
H -8.6043 -3.5180 -4.2961 0.38
H -5.0278 -4.2471 -2.0404 0.25
H 3.1805 8.4569 -1.5951 0.30
H -3.9318 0.6398 5.6907 0.28
H 4.0244 -1.2200 3.5304 0.46
H -1.2816 -0.0351 4.8220 0.44
H 2.5231 -1.7338 -3.0136 0.23
H -8.0865 -2.2206 -3.2249 0.28
H 0.4033 -3.2504 4.0947 0.36
H -5.4599 -1.3862 -3.5911 0.28
H -4.8456 -0.4068 -2.2782 0.36
H 0.4473 -1.4809 3.7376 0.07
H -2.7739 1.6694 3.9409 0.31
H 5.5883 6.7005 -2.3220 0.26
H -4.4225 -0.8089 4.6840 0.38
H 4.4165 7.9131 -0.4503 0.28
H 3.0330 0.5226 -4.2774 0.43
H 4.8497 9.0043 -1.7611 0.38
H 3.1114 4.2739 -0.6819 0.15
H 2.8091 -3.0261 0.2188 0.28
H 2.6994 -3.1151 4.0567 0.40
H 2.6723 -2.8673 2.3261 0.18
H -8.7258 -3.7262 -2.5477 0.30
H 2.6010 6.0343 -2.2958 0.38
H 5.8803 5.5478 -0.3686 0.28
H 2.1807 -1.1683 5.5680 0.29
H -0.4457 -4.6598 1.4672 0.50
H -6.6712 -1.7430 -1.4357 0.33
H 1.8214 -0.8789 0.6389 -0.48
H 5.1758 4.3240 0.6614 0.36
H 2.3055 2.3582 -2.8254 0.16
H 3.4278 5.8519 -0.0017 0.34
H -5.1142 0.8236 4.4015 0.34
H 6.7351 3.2837 -0.9280 0.38
H 0.9507 -4.8286 -0.5022 0.46
H 4.3829 7.2816 -3.4478 0.37
H 0.3185 -1.3422 -0.2198 0.07
H 3.3841 0.1827 5.2702 0.37
H -6.1239 -3.4956 -4.1565 0.23
H 1.6973 0.2603 4.6740 0.24
H -6.5583 -4.1741 -1.2029 0.40
H 3.8651 4.9883 -2.9022 0.24
H 5.8486 3.9362 -2.3017 0.28
H 2.7619 -0.3810 2.6468 0.01
H -5.1857 -2.2334 -0.6610 0.23
H 5.0918 2.7202 -1.2537 0.14
H -3.3847 0.5727 2.6490 0.30
H -2.9773 -1.3336 -3.5776 0.40
H 1.2408 -4.5038 1.9450 0.44
H -2.9498 -2.0025 -1.9408 -0.03
H -3.5338 -2.9818 -3.2967 0.27
H 1.3858 1.4310 -0.4783 0.49

[2]
105
Properties=species:S:1:pos:R:3:mulliken_charge:R:1 method="wB97M-V/def2-TZVPD" e_above_lowest_kcal_mol=0.0 homo_ev=-4.39 e_lumo_ha=0.05239 multiplicity=1 gap_ha=0.2136 total_charge=-1
S -0.9454 1.1036 -2.9746 -0.36
S 1.4724 0.0862 -1.1135 -0.18
S 1.1151 -2.7378 1.3646 1.36
S -3.2671 -1.4200 -0.3872 -0.51
S -0.8786 0.7453 1.7426 -0.29
S 3.6791 -3.0797 1.8501 0.88
F -0.7125 -4.2686 2.4237 -0.22
F 5.5609 -1.3275 2.3777 -0.26
F 4.2107 -0.6148 0.8623 -0.19
F 1.2297 -5.1916 2.4904 -0.22
F 0.6915 -3.6169 3.8916 -0.18
F 3.6312 -0.5846 2.9456 -0.16
O 4.8587 -3.7288 1.3759 -0.69
O 3.1901 -3.3855 3.1625 -0.64
O 0.0719 -2.8826 0.3786 -1.07
O 1.1203 -1.5049 2.0892 -0.11
N 2.6085 3.5309 -1.8367 -0.75
N -0.2810 2.5911 -0.8595 0.68
N -4.5610 -3.7254 -0.3471 -0.48
N -0.3478 3.7634 -0.2101 0.01
N 2.3456 2.9039 1.2795 -0.03
N 1.3245 2.0812 1.0176 0.65
N 2.5174 -3.1283 0.7663 -0.49
N -4.9800 -2.2339 1.4534 -0.52
N 2.1903 2.3717 -1.3843 0.54
C 3.7469 4.7945 -4.9236 -1.79
C 5.0695 3.5400 3.3295 -1.88
C 0.6822 0.5326 4.3690 -1.88
C 3.4814 3.5032 -2.8127 0.03
C 3.0228 5.9576 -2.8426 -1.77
C 5.3723 5.1177 -3.0316 -1.61
C -5.8441 -3.1062 1.9397 -0.16
C 3.5395 1.0751 -2.8564 0.17
C 3.9085 4.8389 -3.3975 2.18
C 4.1548 4.8307 1.3882 -1.93
C 2.2393 2.3112 3.5605 -0.40
C 3.8062 4.1608 2.7201 2.52
C 3.2367 5.2115 3.6846 -1.61
C -2.5097 2.8885 -1.6614 0.44
C 1.2024 1.4686 3.3318 -0.21
C 0.0761 6.0843 0.9716 -1.78
C 2.5387 1.1745 -1.8747 0.79
C -5.6395 -5.8622 -0.6125 -1.16
C -1.2819 5.9108 0.2852 2.62
C -3.6789 2.3306 -2.3960 -1.71
C -1.4043 4.5029 -0.2762 0.23
C 3.9970 2.2816 -3.3215 -0.22
C -6.1054 -4.3327 1.3487 -0.63
C -2.4051 6.2137 1.2809 -1.93
C 0.6145 1.4392 2.0132 0.94
C -1.3574 6.8680 -0.9153 -1.71
C -1.2393 2.2011 -1.7626 0.38
C 3.9869 -0.2586 -3.3474 -1.58
C -4.3344 -2.5750 0.3177 0.13
C -2.5757 4.0275 -0.9280 -1.03
C 4.2677 -1.2897 2.0165 0.64
C 0.5934 -4.0314 2.6355 0.44
C 2.7543 3.0892 2.4924 -0.13
C -5.4269 -4.5899 0.1594 0.93
B 1.0263 1.9049 -0.4717 -1.00
Li -1.0790 -1.5607 0.4866 0.50
H -1.1524 7.8943 -0.6061 0.47
H 3.1021 6.0090 -1.7586 0.13
H 4.9035 5.6078 1.5526 0.54
H -6.6690 -6.2106 -0.5294 0.34
H -4.9815 -6.6414 -0.2232 0.25
H -0.6198 6.5799 -1.6654 0.23
H 0.9133 -0.4821 4.0396 0.17
H 4.5440 4.0932 0.6879 0.33
H 0.1707 5.3847 1.8011 0.33
H 2.9010 4.7480 4.6124 0.36
H 4.4281 4.0753 -5.3774 0.34
H 3.2645 5.2747 0.9445 0.04
H 4.0044 5.9477 3.9290 0.49
H -3.7486 1.2573 -2.2132 0.29
H 3.3246 6.9139 -3.2721 0.53
H -6.3646 -2.7995 2.8440 0.41
H 0.1836 7.1046 1.3439 0.52
H 2.3924 5.7292 3.2282 0.19
H 0.8769 5.8708 0.2660 -0.07
H 4.7160 -0.1625 -4.1493 0.42
H 4.8698 3.1169 4.3140 0.36
H -3.3850 6.1849 0.8033 0.37
H 5.8349 4.3094 3.4378 0.48
H 3.9602 5.7739 -5.3524 0.47
H 3.1234 -0.8214 -3.7058 0.33
H -4.6005 2.8229 -2.0884 0.39
H 6.0165 4.2861 -3.3198 0.34
H -0.4006 0.6105 4.4462 0.40
H 1.1456 0.7160 5.3373 0.44
H 1.9794 5.7621 -3.0873 0.40
H 5.7079 6.0155 -3.5522 0.45
H 5.4558 2.7488 2.6871 0.36
H -6.8013 -5.0411 1.7758 0.35
H -3.5407 2.4597 -3.4707 0.30
H 2.6929 2.3534 4.5421 0.43
H -2.2642 7.2124 1.6978 0.46
H 5.4722 5.2744 -1.9574 0.27
H -3.5079 4.5718 -0.8489 0.35
H 4.7458 2.3044 -4.1013 0.42
H -2.3447 6.8413 -1.3776 0.38
H 2.7267 4.5101 -5.1820 0.37
H -5.3896 -5.7006 -1.6579 0.32
H -2.3965 5.4908 2.0971 0.37
H 4.4244 -0.8378 -2.5321 0.27

[3]
14
Properties=species:S:1:pos:R:3:nbo_charge:R:1 method="wB97M-V/def2-TZVPD" e_above_lowest_kcal_mol=13.2 homo_ev=-9.96 e_lumo_ha=0.02590 multiplicity=1 gap_ha=0.3919 smiles="C[C@@H](C=O)C(N)=O"
O -2.0145 -0.8301 0.0999 -0.60
O -0.3557 1.7707 1.9630 -0.51
N -0.4272 -1.5040 -1.3733 -0.83
C 0.9176 1.0433 -0.3837 -0.61
C -0.3481 0.5807 1.7522 0.46
C 0.2351 -0.0292 0.4720 -0.43
C -0.8562 -0.8045 -0.2755 0.69
H 0.3984 2.0150 -0.3042 0.25
H -0.7595 -0.1208 2.5048 0.13
H 0.9794 -0.7934 0.7507 0.24
H 0.9385 0.7629 -1.4455 0.21
H 1.9314 1.2325 -0.0189 0.22
H -1.1306 -1.9210 -1.9641 0.41
H 0.4914 -1.4018 -1.7773 0.39